Computed, not measured: a single C5H7NO molecule, with ωB97M-V/def2-TZVPD.

Kohn-Sham gap in eV: 9.794
SMILES: C[C@@H]1N[C@H]1C=C=O
E_LUMO in eV: 0.90
Total charge: 0
Spin multiplicity: 1
Largest force on an atom in eV/A: 0.97
Relative energy (zero: lowest compared OMol25 entry of this formula, charge and spin) in kJ/mol: 209.3

Geometry as XYZ:
```
14
Properties=species:S:1:pos:R:3:forces:R:3:mulliken_charge:R:1
C 1.210542 1.495341 0.686500 0.0508 -0.0113 0.0678 -1.34
C 0.167825 0.558694 0.142146 0.1176 0.1555 -0.1721 0.10
N -0.990848 0.271164 0.977226 -0.2921 0.0687 0.0143 -0.64
C -0.144668 -0.839658 0.530134 0.1609 -0.0831 -0.0829 0.17
C -0.659258 -1.723352 -0.568476 -0.0650 0.0373 -0.1484 -0.94
C -0.663854 -1.257851 -1.802044 0.0067 0.2145 -0.5781 0.73
O -0.662239 -0.789132 -2.872263 0.0108 -0.5588 0.7975 -0.40
H 2.130466 1.450100 0.093772 -0.1017 -0.0455 0.1322 0.32
H 1.440729 1.306781 1.737392 -0.0437 -0.0613 -0.1187 0.34
H 0.809106 2.512112 0.603024 0.1435 -0.1017 0.0844 0.28
H -0.008657 0.744055 -0.917944 -0.1619 0.1434 0.1527 0.33
H -1.852958 0.280223 0.438200 0.0851 0.0165 0.0676 0.32
H 0.389446 -1.345407 1.333564 -0.0149 0.1477 -0.2157 0.38
H -1.165632 -2.663069 -0.381231 0.1038 0.0783 -0.0009 0.35
```
Positions in Å, forces in eV/Å.

Computed, not measured: a molecular structure, C2H3La at a distorted geometry, with ωB97M-V/def2-TZVPD.

Kohn-Sham gap (spin up / spin down) in eV: 7.134 / 7.133
E_LUMO (spin up / spin down) in eV: -10.98 / -10.98
Total charge: +2
Spin multiplicity: 1
Largest force on an atom in eV/A: 3.13
Relative energy (zero: lowest compared OMol25 entry of this formula, charge and spin) in kJ/mol: 78.9

Geometry as XYZ:
```
6
Properties=species:S:1:pos:R:3:forces:R:3:mulliken_charge:R:1
C -0.583631 -0.487832 -0.419829 -0.4677 0.3201 2.2695 -0.16
H -0.529604 -1.479854 0.021520 -0.1203 -0.0154 -1.1640 0.57
C -0.942958 0.683697 -0.290770 1.2778 0.1064 -0.9375 -0.70
H -1.175606 1.668869 -0.676931 -0.3476 -0.1711 0.3720 0.47
H 1.589456 -1.130791 -0.066535 0.5383 1.7514 1.7116 -0.12
La 1.642342 0.745910 1.432544 -0.8805 -1.9914 -2.2516 1.94
```
Positions in Å, forces in eV/Å.

Computed, not measured: a molecular structure, C29H49CdN4O3S2Si at a distorted geometry, with ωB97M-V/def2-TZVPD.

Kohn-Sham gap in eV: 2.676
E_LUMO in eV: 0.87
Total charge: -1
Spin multiplicity: 1
Largest force on an atom in eV/A: 3.25
Relative energy (zero: lowest compared OMol25 entry of this formula, charge and spin) in kJ/mol: 177.8

Geometry as XYZ:
```
89
Properties=species:S:1:pos:R:3:forces:R:3:mulliken_charge:R:1
Cd 1.227922 -1.093005 0.290596 -1.1000 1.1033 -0.5396 1.23
N 4.454184 2.474410 -1.999233 -0.1585 0.1365 0.1512 -0.45
C 4.357834 1.239660 -1.432891 0.0490 -0.4857 1.3645 0.23
S 5.373408 -0.042618 -1.866448 0.4066 0.2999 -0.9582 -0.44
N 3.390789 1.157863 -0.480576 0.5416 -0.6616 -0.3457 -1.16
N 3.265053 -0.033104 0.152735 0.0895 -0.2676 0.7040 0.63
C 4.232721 -0.734640 0.681859 0.1894 1.1324 -1.4561 -0.61
C 3.937680 -2.032746 1.233421 -0.6239 -1.0845 0.7599 0.39
C 4.983441 -2.940097 1.572547 -0.2433 0.8340 -0.5815 -0.77
C 4.684687 -4.064206 2.317042 0.8737 0.2650 -0.1687 -0.23
C 3.390014 -4.179618 2.839080 0.9943 0.0398 -0.1940 -0.84
C 2.409659 -3.346985 2.377796 -0.6415 0.2122 -1.1591 -0.28
N 2.625939 -2.358555 1.477097 1.5185 -0.4369 1.0661 0.25
H 5.250563 2.656093 -2.576411 0.1681 -0.1949 -0.1176 0.22
H 4.135984 3.248305 -1.434464 -0.2486 -0.1175 -0.1129 0.22
H 5.296502 -0.432442 0.655615 -0.8830 -0.0306 0.0158 0.52
H 6.008535 -2.716086 1.204734 -0.9149 -0.2192 0.3512 0.37
H 5.529596 -4.772964 2.463758 -1.0427 0.3798 0.3394 0.36
H 3.162390 -4.871484 3.606755 -0.2541 -0.8232 0.3594 0.43
H 1.373153 -3.556865 2.647405 0.2060 0.3240 -0.0394 0.40
C -0.578139 -2.750547 -3.866207 0.1148 1.1935 -0.6579 0.55
C -1.493518 -1.687511 -4.093165 -0.2483 0.1739 1.0414 -0.04
C -0.813241 -0.454070 -4.179950 1.9699 -2.5360 -0.4839 0.91
C 0.609978 -0.804836 -4.198131 -1.9265 1.4455 0.8509 0.14
C 0.725256 -2.175641 -4.023780 -0.2217 -1.0969 0.4570 0.25
C 2.048400 -2.902911 -3.983112 0.1505 0.3940 0.4030 -1.06
C 1.684215 0.229189 -4.022497 0.7807 -0.2964 -1.9190 -1.11
C -1.381711 0.839181 -4.528856 0.0546 2.0793 -0.2817 -1.50
C -2.982739 -1.814361 -4.100452 -0.9761 -1.0421 -0.3378 -1.26
C -0.961310 -4.185765 -3.697453 0.9336 -0.2360 -1.4771 -1.31
H 2.682005 -2.622793 -4.853871 -0.2685 -0.3148 0.4537 0.26
H 1.918644 -4.004850 -3.956319 0.2019 0.5895 0.0264 0.34
H 2.599536 -2.561923 -3.069777 0.0409 -0.5287 -0.5489 0.02
H 2.122329 0.544523 -5.032796 -0.2542 -0.2203 1.0410 0.28
H 2.531184 -0.187898 -3.452421 -0.1859 0.4406 0.0308 0.06
H 1.289077 1.146092 -3.589893 0.1192 -0.0013 0.3398 0.19
H -1.508089 1.589704 -3.708186 -0.1850 -0.5933 0.0265 0.09
H -2.364785 0.742990 -5.026679 0.4182 0.1828 0.0787 0.40
H -0.673443 1.401893 -5.186293 -0.6051 -0.4163 -0.0426 0.36
H -3.440603 -1.001163 -4.667432 -0.0144 0.0758 -0.1388 0.38
H -3.498147 -1.768197 -3.109437 0.4507 -0.1988 -0.3401 -0.01
H -3.341138 -2.775711 -4.612022 0.4463 1.0499 0.6961 0.31
H -1.691889 -4.455438 -4.484444 0.0961 -0.1413 0.3057 0.31
H -1.402193 -4.458774 -2.742223 0.0982 -0.0841 0.3058 0.15
H -0.036408 -4.785238 -3.922534 -0.9117 0.0840 0.5179 0.35
C -0.144896 4.306933 -0.281339 0.2912 0.3362 0.8498 -1.78
C -0.026157 3.555662 1.034445 0.0957 -1.9239 -1.0776 1.73
C 1.436167 3.144272 1.324038 -0.7286 0.5951 0.2062 -1.05
C -0.664380 4.178430 2.246125 -1.1686 1.3818 -0.0574 -1.51
O -0.719216 2.315713 0.631317 0.2846 1.0355 0.5013 0.60
Si -1.281629 1.014621 1.369563 -0.4114 -1.4129 -1.3701 -1.03
S -1.152953 -0.588376 -0.081673 0.6220 0.1900 0.3869 -0.67
O -0.381547 0.653238 2.648793 0.5270 -0.3257 1.4554 0.48
C -0.632123 -0.280565 3.749485 -0.0240 1.3402 -1.3429 1.58
C 0.747514 -0.478804 4.339185 -0.2443 -1.5397 -0.6558 -1.66
C -1.653789 0.344415 4.726014 2.7284 -0.5066 1.3225 -1.52
C -1.185621 -1.617408 3.235385 -0.3140 0.9325 1.7032 -1.44
O -2.794430 1.176775 1.955922 -0.1990 -0.1484 0.1003 0.11
C -4.062118 1.286037 1.269262 1.4168 0.5544 1.2256 1.74
C -4.593719 -0.128722 0.996421 0.3702 0.2602 1.5414 -1.48
C -4.925130 2.159665 2.194745 0.4291 -0.4073 -0.0945 -1.74
C -3.863136 2.107566 0.006164 -0.3596 -0.7722 -0.7775 -1.65
H 0.409834 5.231540 -0.301103 0.1555 0.4904 0.1048 0.43
H -1.186786 4.484839 -0.457646 -0.5929 0.2725 -0.2519 0.40
H 0.228102 3.665410 -1.051082 0.2521 -0.3697 -0.5311 0.36
H 2.026795 4.079708 1.286850 0.1336 -0.6128 0.0080 0.59
H 1.764330 2.390540 0.601618 0.1201 0.5012 -0.0029 -0.06
H 1.495253 2.704150 2.326425 0.0761 0.1146 -0.0963 0.18
H 0.065951 4.829939 2.711786 0.1637 0.1200 0.3013 0.41
H -1.008524 3.449794 2.959122 0.2630 -0.5487 0.3573 0.17
H -1.576254 4.823282 2.085627 0.8387 -0.6224 -0.4370 0.29
H 1.141667 0.377353 4.811748 0.2612 1.1401 0.6072 0.40
H 1.491380 -0.787849 3.562315 -0.7377 0.0654 0.5280 0.11
H 0.597714 -1.279603 5.058552 0.6184 -0.1452 0.3622 0.46
H -1.283669 1.323670 5.145720 -0.2248 -1.0415 -0.3401 0.24
H -1.694152 -0.438114 5.533655 -0.5917 1.0083 -0.3993 0.43
H -2.550040 0.522787 4.211971 -1.3865 -0.0211 -0.4516 0.17
H -0.659477 -1.947071 2.391162 0.6858 -0.5548 -1.1691 0.25
H -2.239808 -1.534136 2.999150 -0.1519 -0.0375 -0.1823 0.14
H -1.053094 -2.304429 4.068697 -0.1834 -0.3847 -0.0400 0.57
H -4.672416 -0.848514 1.850909 0.7304 0.9561 -0.1309 0.22
H -3.972432 -0.582706 0.249755 -0.0949 -0.3383 -0.6444 0.17
H -5.615776 -0.017082 0.774434 -1.3576 -0.0123 -1.2702 0.56
H -5.006370 1.730434 3.199794 0.0026 0.0959 -0.1705 0.32
H -5.887513 2.173386 1.712678 -0.7119 0.3349 0.1543 0.51
H -4.507870 3.189116 2.245784 -0.2612 -0.7101 0.0085 0.33
H -3.420756 1.532456 -0.815914 -0.0135 -0.0129 0.1501 0.31
H -3.254512 3.000285 0.133111 -0.0801 -0.0267 0.3818 0.22
H -4.867716 2.384462 -0.281423 -0.2332 0.3426 -0.5479 0.59
```
Positions in Å, forces in eV/Å.

Computed, not measured: 3 unconnected molecules or ions with the total composition C13H26BFIN2O9PS2 at a distorted geometry, with ωB97M-V/def2-TZVPD.

Kohn-Sham gap in eV: 8.830
SMILES: N#C[C@@](CCCF)([PH2]=O)[C@](I)(C#N)B(O)O.CCOS(C)(=O)=O.CCOS(C)(=O)=O
E_LUMO in eV: -1.60
Total charge: 0
Spin multiplicity: 1
Largest force on an atom in eV/A: 12.82

Geometry as XYZ:
```
56
Properties=species:S:1:pos:R:3:forces:R:3:mulliken_charge:R:1
N 0.878835 1.769439 1.058594 -3.5445 3.3320 -11.8630 -0.46
C 0.494475 2.117892 -0.152449 3.2755 -2.0881 8.0106 -0.32
C 0.081104 2.520575 -1.723307 0.4341 -0.9682 1.8817 1.10
C 0.521256 4.046878 -2.123328 0.4083 0.9240 0.8067 -0.73
C 2.099054 4.417382 -1.794838 -0.0577 1.2239 -0.6667 -0.59
C 3.002967 4.347155 -3.179396 -0.3210 0.6906 0.6751 -0.10
F 4.245665 5.125158 -2.896818 -2.3149 -1.9454 -0.6674 -0.32
P 1.053684 1.225671 -2.807835 -0.7840 0.2971 -4.2160 0.11
O 0.697165 1.423152 -4.337992 1.0386 -0.3653 4.7102 -0.63
C -1.542008 2.224533 -1.815513 -0.1829 -1.6220 -1.1872 -0.28
I -2.499026 2.321537 0.199314 0.1625 -0.2242 -1.1364 0.22
C -1.885544 0.708032 -2.431280 0.1380 -8.7181 -0.2876 0.07
N -2.000298 -0.577178 -2.662333 0.9377 12.1476 1.9754 -0.44
B -2.383724 3.285963 -2.743589 -1.3278 2.5766 -0.9272 0.76
O -2.719719 3.036308 -4.158211 -0.9589 -0.3025 3.3931 -0.52
O -2.765126 4.581980 -2.077199 -0.4846 -3.3056 -2.4081 -0.51
H -0.120794 4.788706 -1.444099 1.1465 -1.7523 -1.7181 0.29
H 0.385632 4.300242 -3.282228 -0.2110 -0.9664 2.5789 0.32
H 2.098609 5.568418 -1.478862 0.0514 -2.5680 -0.7100 0.29
H 2.557130 3.833345 -0.892562 -0.8356 0.8640 -1.8745 0.28
H 2.475037 4.909336 -4.085480 1.1090 -1.2329 2.0998 0.25
H 3.216568 3.234398 -3.485815 0.1091 2.3678 0.5457 0.16
H 2.488630 1.408784 -2.545197 -1.3236 -0.0081 0.2274 0.18
H 0.771145 -0.132569 -2.323252 0.1731 1.3896 -0.0143 0.17
H -3.589678 2.544917 -4.259388 1.6263 0.7474 0.0612 0.33
H -3.631096 4.891181 -2.477602 1.6795 -0.2679 0.3993 0.31
C -0.662698 -7.727816 -1.987798 -0.1719 -0.1996 -0.3040 -0.99
C -0.926041 -6.583283 -1.027616 0.2182 -1.0070 0.3450 -0.33
O -1.240883 -5.381988 -1.720572 -0.9207 0.7645 -0.5525 -0.25
S -2.706416 -5.253150 -2.430905 0.4415 0.2082 -0.0674 1.17
C -2.625800 -3.526851 -2.825396 0.1916 -0.0836 0.1850 -0.97
O -3.730900 -5.455678 -1.431267 0.6808 -0.2817 -0.7397 -0.64
O -2.685434 -5.997103 -3.671532 -0.2727 0.2780 1.0713 -0.60
H -1.564983 -7.990843 -2.547661 0.1313 0.0354 0.1085 0.31
H -0.333311 -8.620519 -1.449536 0.0328 0.1444 0.0377 0.38
H 0.101717 -7.448857 -2.720272 -0.0572 -0.0359 0.1680 0.26
H -1.718308 -6.835969 -0.315253 -0.0340 0.1306 -0.1314 0.32
H -0.018156 -6.390582 -0.445755 -0.2181 0.3230 -0.1610 0.26
H -2.603742 -2.947969 -1.900674 0.0177 -0.1765 -0.1790 0.32
H -3.518287 -3.277452 -3.403323 0.0872 -0.1741 0.1055 0.44
H -1.733202 -3.341102 -3.425775 -0.1488 -0.0635 0.1273 0.35
C 0.897594 1.064302 8.172932 0.2171 0.3328 0.0673 -0.99
C 0.877997 -0.173231 7.295788 0.0259 -0.0613 1.0794 -0.33
O 0.896176 0.165072 5.914614 0.7096 0.2837 -1.0563 -0.26
S 2.288653 0.722232 5.266897 -0.4826 -0.0650 -0.1208 1.20
C 1.796769 0.663031 3.564905 -0.1855 -0.0913 0.2691 -0.95
O 3.330972 -0.255382 5.485311 -0.5750 0.8340 0.2452 -0.64
O 2.447720 2.111322 5.638637 0.1899 -1.1149 -0.0569 -0.60
H 1.837096 1.613657 8.062057 -0.1355 -0.1051 0.0267 0.31
H 0.791427 0.796578 9.227537 -0.0663 -0.0709 -0.1173 0.38
H 0.089205 1.747890 7.893859 0.0625 -0.1561 0.0648 0.26
H 1.707143 -0.845994 7.538497 0.0017 0.0918 -0.1645 0.32
H -0.050096 -0.725316 7.479626 0.1355 0.0580 -0.3961 0.26
H 1.635767 -0.376196 3.273723 0.0122 0.1395 0.0965 0.35
H 2.603899 1.098422 2.971855 -0.0929 -0.0287 0.2463 0.39
H 0.886177 1.251542 3.437763 0.2625 -0.1339 0.1146 0.34
```
Positions in Å, forces in eV/Å.